# 1
{"formula": "C42H47F6N5OZr", "method": "ωB97M-V/def2-TZVPD", "largest_force_ev_per_a": 0.58, "spin_multiplicity": 1, "charge": 2, "homo_lumo_gap_ev": 6.5, "homo_ev": -13.184, "relative_energy_kcal_mol": 55.9, "energy_ha": -2623.64026, "elements": ["Zr", "F", "F", "F", "F", "F", "F", "O", "N", "N", "N", "N", "N", "C", "C", "C", "C", "C", "C", "C", "C", "C", "C", "C", "C", "C", "C", "C", "C", "C", "C", "C", "C", "C", "C", "C", "C", "C", "C", "C", "C", "C", "C", "C", "C", "C", "C", "C", "C", "C", "C", "C", "C", "C", "C", "H", "H", "H", "H", "H", "H", "H", "H", "H", "H", "H", "H", "H", "H", "H", "H", "H", "H", "H", "H", "H", "H", "H", "H", "H", "H", "H", "H", "H", "H", "H", "H", "H", "H", "H", "H", "H", "H", "H", "H", "H", "H", "H", "H", "H", "H", "H"], "positions_angstrom": [[-0.70835, 0.90964, -0.46476], [-2.06751, 4.63835, 0.61643], [-3.16984, 5.63803, -0.94688], [-1.08921, 5.17391, -1.23494], [-0.66457, 2.78036, -2.45016], [-2.11231, 3.96292, -3.57522], [-2.50836, 1.90131, -3.13268], [-2.10686, 2.31876, -0.45637], [0.37471, 2.58718, 0.80569], [-0.64804, 0.19338, 1.67665], [0.25747, -2.03626, 0.29036], [-1.55075, -0.70042, -1.70239], [1.14462, 0.36577, -1.37623], [-0.75185, -0.43525, -2.73036], [-0.69309, 1.24883, 2.53315], [2.92879, 0.19276, 0.84815], [2.71379, 0.46758, -2.98830], [-1.16165, -3.46734, 1.59026], [1.57815, 3.78017, -1.00716], [-0.10691, 2.54188, 2.07173], [-2.64255, 3.32863, -1.27507], [-4.99414, -2.15426, -1.63422], [-1.24999, -1.25040, 3.47464], [-0.73891, -4.56869, 0.86261], [1.51108, 0.23236, -3.62957], [1.73461, -2.91262, -1.44629], [0.53716, 0.11946, -2.62396], [3.52092, 0.56851, -0.50921], [-2.00220, 3.04683, -2.64195], [-3.90466, -1.36271, -1.29545], [4.59379, -0.47446, -0.88226], [-2.23989, 4.72294, -0.70709], [-1.45551, -0.16467, 4.29722], [0.21241, -4.38470, -0.11701], [-4.09767, -0.39173, -0.14759], [1.22725, 4.76594, 1.24102], [-0.60881, -2.23163, 1.28726], [-1.26921, -3.05627, -3.59762], [4.21332, 1.93493, -0.41586], [-0.87360, -1.05355, 2.15255], [0.70228, 4.74210, 2.51014], [-1.02548, -4.55360, -3.37024], [0.02386, 3.60810, 2.93690], [-4.02576, -1.12974, 1.19026], [0.67990, -3.09956, -0.39785], [-2.56047, -2.60203, -2.92192], [-2.68746, -1.55399, -1.97978], [-1.15882, 1.10309, 3.82551], [-3.69512, -3.34891, -3.22775], [-4.15210, 3.22751, -1.37936], [2.46918, 0.52162, -1.60084], [-4.90829, -3.12484, -2.61327], [1.03683, 3.68078, 0.38631], [-5.43394, 0.35823, -0.21047], [-1.26333, -2.78930, -5.10809], [4.47038, 2.33146, -1.39920], [1.66939, 2.81892, -1.50052], [5.13205, -0.19391, -1.78723], [1.78109, 5.62213, 0.88146], [2.45360, -0.78799, 0.81861], [-2.05863, -3.36127, -5.58823], [-1.68834, -5.16504, -3.98168], [-4.59555, 3.40655, -0.40169], [-1.90316, -3.58156, 2.36728], [2.18983, 0.92422, 1.18010], [-5.93457, -2.00310, -1.12248], [-4.90945, -1.75960, 1.30670], [0.82593, 5.58561, 3.17576], [1.54246, -3.54456, -2.31312], [-0.31742, -3.10716, -5.54896], [4.16020, -1.46206, -1.03107], [-1.43043, -1.74563, -5.37889], [-1.36509, -2.25420, 3.85178], [5.32046, -0.53977, -0.07199], [-4.54355, 3.96500, -2.07810], [-0.42514, -2.53745, -3.13655], [-1.13725, -5.55220, 1.07270], [-0.36496, 3.57427, 3.94087], [3.68054, 0.54877, -3.45754], [-3.16157, -1.78370, 1.23981], [-1.18254, -4.83240, -2.32975], [-5.42184, 1.21072, 0.46953], [-4.41622, 2.23419, -1.72075], [-0.00444, -4.81313, -3.65750], [-5.66876, 0.70897, -1.21370], [-4.00511, -0.42842, 2.02822], [2.56196, 4.24489, -0.98050], [-3.61834, -4.13644, -3.96516], [-6.25279, -0.28707, 0.10688], [2.70517, -3.21166, -1.04454], [0.59930, -5.22391, -0.67927], [3.72515, 0.17270, 1.59324], [-1.24976, 1.95050, 4.48395], [0.94006, 4.42240, -1.60858], [3.59516, 2.66340, 0.10763], [5.13723, 1.82753, 0.15316], [-3.30926, 0.36686, -0.19406], [-1.11218, -0.62764, -3.73340], [1.80025, -1.87572, -1.76152], [1.34900, 0.06896, -4.68420], [-1.79121, -0.30232, 5.31636], [-5.77492, -3.71440, -2.87951]], "atomic_forces_ev_per_a": [[0.2, -0.3, 0.4], [-0.1, 0.0, 0.0], [0.0, 0.0, 0.0], [0.0, 0.0, 0.0], [0.0, 0.0, -0.1], [0.0, 0.3, 0.3], [0.0, 0.0, 0.0], [0.3, -0.4, -0.3], [0.0, -0.1, 0.0], [-0.1, 0.2, 0.1], [0.0, 0.0, 0.0], [-0.1, 0.1, -0.1], [0.0, 0.0, 0.0], [-0.2, 0.1, 0.0], [0.0, 0.2, 0.1], [0.0, 0.0, 0.0], [0.0, 0.0, 0.0], [0.0, 0.0, 0.0], [0.0, 0.0, 0.0], [0.0, 0.1, 0.0], [0.0, -0.1, 0.2], [0.0, 0.0, 0.0], [0.0, 0.0, 0.0], [0.0, 0.0, 0.0], [0.0, 0.0, 0.0], [0.0, 0.0, 0.0], [0.0, 0.2, 0.0], [0.0, 0.0, 0.0], [-0.1, -0.3, -0.4], [0.0, 0.0, 0.0], [0.0, 0.0, 0.0], [0.0, 0.0, 0.0], [0.0, 0.0, 0.0], [0.0, 0.0, 0.0], [0.0, 0.1, -0.1], [0.0, 0.0, 0.0], [0.0, 0.0, 0.0], [0.0, -0.1, 0.0], [0.0, 0.0, 0.0], [0.0, 0.0, 0.0], [0.0, 0.0, 0.0], [0.0, 0.0, 0.0], [0.0, 0.0, 0.0], [0.0, 0.0, 0.0], [0.0, 0.0, 0.0], [0.0, 0.0, 0.0], [0.0, 0.0, 0.0], [0.0, -0.1, 0.0], [0.0, 0.0, 0.0], [0.0, 0.1, 0.0], [0.0, 0.1, 0.0], [0.0, 0.0, 0.0], [0.0, 0.0, 0.0], [0.0, 0.0, 0.0], [0.0, 0.0, 0.0], [0.0, 0.0, 0.0], [0.0, 0.0, 0.0], [0.0, 0.0, 0.0], [0.0, 0.0, 0.0], [0.0, 0.0, 0.0], [0.0, 0.0, 0.0], [0.0, 0.0, 0.0], [0.0, 0.0, 0.0], [0.0, 0.0, 0.0], [0.0, 0.0, 0.0], [0.0, 0.0, 0.0], [0.0, 0.0, 0.0], [0.0, 0.0, 0.0], [0.0, 0.0, 0.0], [0.0, 0.0, 0.0], [0.0, 0.0, 0.0], [0.0, 0.1, 0.0], [0.0, 0.0, 0.0], [0.0, 0.0, 0.0], [0.0, 0.0, 0.0], [0.0, -0.1, 0.0], [0.0, 0.0, 0.0], [0.0, 0.0, 0.0], [0.0, 0.0, 0.0], [0.1, 0.0, 0.0], [0.0, 0.0, 0.0], [0.0, 0.0, 0.0], [0.0, 0.0, 0.0], [0.0, 0.0, 0.0], [0.0, 0.0, 0.0], [0.0, 0.0, 0.0], [0.0, 0.0, 0.0], [0.0, 0.0, 0.0], [0.0, 0.0, 0.0], [0.0, 0.0, 0.0], [0.0, 0.0, 0.0], [0.0, 0.0, 0.0], [0.0, 0.0, 0.0], [0.0, 0.0, 0.0], [0.0, 0.0, 0.0], [0.0, 0.0, 0.0], [0.0, 0.0, 0.0], [0.0, 0.0, -0.1], [0.0, -0.1, 0.0], [0.0, 0.0, 0.0], [0.0, 0.0, 0.0], [0.0, 0.0, 0.0]], "lowdin_charge": [2.00, 0.17, 0.19, 0.16, 0.08, 0.23, 0.16, -0.30, 0.03, 0.03, 0.14, -0.06, -0.08, -0.14, -0.18, -0.04, 0.01, -0.01, -0.02, -0.21, -0.36, -0.02, 0.02, -0.01, 0.04, 0.00, -0.36, -0.52, -0.54, -0.13, -0.02, -0.54, 0.02, -0.01, -0.37, 0.02, -0.24, -0.38, -0.02, -0.19, 0.01, -0.06, 0.02, -0.04, -0.28, -0.12, -0.12, 0.03, -0.02, 0.04, -0.24, -0.03, -0.28, -0.06, -0.04, 0.10, 0.06, 0.09, 0.14, 0.07, 0.09, 0.09, 0.12, 0.12, 0.06, 0.12, 0.10, 0.13, 0.08, 0.09, 0.07, 0.08, 0.13, 0.10, 0.12, 0.09, 0.13, 0.12, 0.13, 0.05, 0.07, 0.09, 0.08, 0.09, 0.08, 0.09, 0.10, 0.12, 0.08, 0.10, 0.13, 0.10, 0.12, 0.08, 0.06, 0.10, 0.07, 0.13, 0.05, 0.13, 0.14, 0.12]}

---

# 2
{"formula": "C4H6N2", "method": "ωB97M-V/def2-TZVPD", "largest_force_ev_per_a": 0.23, "spin_multiplicity": 1, "homo_lumo_gap_ev": [8.5, 8.5], "homo_ev": [-7.730, -7.730], "relative_energy_kcal_mol": 153.7, "energy_ha": -265.29058, "elements": ["N", "N", "C", "C", "C", "C", "H", "H", "H", "H", "H", "H"], "positions_angstrom": [[-0.92247, -1.16124, -0.32486], [1.15944, -0.02164, 1.19685], [1.10243, 0.35228, -0.20582], [-0.03920, -0.23872, -1.01225], [0.46131, 1.11574, 0.89978], [-1.21712, 0.21235, -0.26358], [0.05557, -0.36617, -2.08672], [-0.64835, 1.29753, 0.98608], [2.03851, 0.64579, -0.67321], [-2.15231, 0.64610, -0.60154], [0.73293, -0.87308, 1.55780], [-0.57074, -1.60894, 0.52746]], "atomic_forces_ev_per_a": [[0.0, 0.0, 0.2], [-0.1, -0.1, 0.1], [0.1, 0.0, -0.2], [0.2, 0.1, -0.1], [0.0, -0.1, 0.0], [-0.1, 0.0, -0.1], [0.0, 0.0, 0.2], [0.0, 0.0, 0.0], [-0.2, 0.0, 0.1], [0.1, 0.0, 0.1], [0.0, 0.1, 0.0], [0.0, 0.0, -0.1]], "nbo_charge": [-0.55, -0.55, -0.12, -0.13, -0.07, -0.16, 0.21, 0.27, 0.21, 0.21, 0.36, 0.34]}